# 1
{"formula": "C24H20BF6N10O6S2W", "method": "ωB97M-V/def2-TZVPD", "species": ["W", "C", "C", "N", "N", "C", "B", "N", "C", "C", "C", "N", "N", "C", "C", "C", "N", "H", "H", "H", "H", "H", "H", "H", "H", "H", "H", "O", "C", "C", "C", "C", "C", "C", "C", "O", "N", "N", "C", "C", "C", "C", "C", "C", "N", "H", "H", "H", "H", "H", "H", "H", "H", "H", "H", "F", "C", "F", "F", "S", "O", "O", "N", "S", "O", "O", "C", "F", "F", "F"], "xyz": [[-0.05458, 0.47858, -0.36123], [2.52934, -2.51786, -2.20354], [1.39087, -1.72914, -2.28013], [1.48238, -0.69394, -1.42205], [2.68522, -0.81469, -0.80633], [3.32543, -1.89843, -1.25905], [3.21485, 0.32921, 0.07642], [2.45415, 0.36107, 1.39953], [2.85670, 0.04356, 2.63342], [1.81924, 0.30683, 3.50826], [0.79708, 0.80407, 2.70632], [1.19790, 0.84211, 1.42876], [2.84827, 1.61800, -0.66144], [3.66899, 2.60621, -1.02502], [2.92740, 3.57632, -1.66732], [1.62670, 3.09232, -1.64971], [1.57549, 1.89700, -1.03875], [2.73371, -3.41519, -2.74763], [0.53939, -1.84354, -2.92735], [4.29781, -2.16428, -0.89795], [4.37350, 0.22923, 0.24150], [3.83777, -0.34410, 2.82214], [1.79863, 0.14746, 4.56668], [-0.18300, 1.13277, 3.00225], [4.71830, 2.56967, -0.81360], [3.27348, 4.49417, -2.09213], [0.75991, 3.55283, -2.07820], [-1.80662, -4.80433, -0.14989], [-0.76571, -4.75687, 0.68585], [-0.35830, -5.94202, 1.30009], [0.72638, -5.96010, 2.14985], [1.43842, -4.79312, 2.41884], [1.04105, -3.61128, 1.84222], [-0.06191, -3.56945, 0.97809], [-0.40655, -2.31381, 0.35797], [0.13310, -1.18720, 0.74935], [-1.18793, -2.26717, -0.70715], [-1.17542, -1.03639, -1.23689], [-1.77611, -0.85310, -2.41380], [-1.79240, 0.46826, -2.85976], [-2.39991, 0.85995, -4.06902], [-2.50383, 2.18911, -4.37356], [-2.07278, 3.12120, -3.41505], [-1.46418, 2.68097, -2.26268], [-1.20758, 1.38082, -1.99081], [-1.97270, -3.92572, -0.54091], [-0.90490, -6.84462, 1.07920], [1.02972, -6.89044, 2.60405], [2.30157, -4.81506, 3.06469], [1.57828, -2.68994, 2.01974], [-2.27295, -1.66686, -2.92244], [-2.76996, 0.08519, -4.72013], [-2.93679, 2.51458, -5.30483], [-2.21379, 4.17625, -3.57475], [-1.18382, 3.39366, -1.49631], [-5.24223, -0.11891, 1.84069], [-4.50648, 0.94717, 1.57464], [-4.96750, 1.97397, 2.27032], [-4.60581, 1.21490, 0.27920], [-2.68451, 0.64969, 1.99237], [-2.08586, 0.41305, 0.66736], [-2.59095, -0.39825, 2.93452], [-2.14202, 2.03396, 2.51490], [-1.75580, 2.99423, 1.33162], [-0.58731, 2.50733, 0.57886], [-2.83655, 3.42143, 0.51939], [-1.03010, 4.43790, 2.29188], [-0.54851, 5.33403, 1.43673], [-0.02140, 3.96860, 3.01565], [-1.90425, 5.01814, 3.08605]], "lowdin_charge": [1.795, -0.015, -0.098, -0.069, 0.000, -0.028, -0.505, -0.012, -0.037, -0.006, -0.100, -0.088, -0.010, -0.030, -0.019, -0.099, -0.066, 0.107, 0.110, 0.134, 0.127, 0.132, 0.108, 0.084, 0.134, 0.105, 0.093, 0.091, -0.249, 0.007, -0.049, -0.071, -0.007, -0.072, -0.336, -0.175, 0.080, -0.172, -0.020, -0.225, 0.013, -0.020, -0.004, -0.126, 0.001, 0.078, 0.125, 0.114, 0.106, 0.109, 0.152, 0.126, 0.122, 0.122, 0.094, 0.173, -0.659, 0.167, 0.147, 0.663, -0.419, -0.204, -0.280, 0.658, -0.429, -0.227, -0.662, 0.163, 0.158, 0.189], "fmax_ha_per_bohr": 0.0525, "charge": 1, "e_lumo_ev": [-4.686, -4.684], "e_above_lowest_kcal_mol": 0.0, "homo_lumo_gap_ev": [6.30, 6.30]}

---

# 2
{"formula": "C24H20Br2N", "method": "ωB97M-V/def2-TZVPD", "species": ["Br", "C", "C", "C", "C", "C", "C", "C", "C", "C", "C", "C", "Br", "C", "C", "C", "C", "H", "H", "H", "H", "H", "H", "H", "H", "H", "H", "H", "C", "N", "C", "C", "C", "C", "C", "C", "C", "C", "H", "H", "H", "H", "H", "H", "H", "H", "H"], "xyz": [[-7.72801, 3.49897, -0.48680], [-6.06014, 2.62328, -0.50262], [-6.00294, 1.21626, -0.52574], [-4.76945, 0.57356, -0.57873], [-3.54765, 1.30435, -0.60731], [-2.29413, 0.62827, -0.75080], [-1.05571, 1.26283, -0.66760], [0.11971, 0.71991, -1.17697], [1.35114, 1.45697, -1.26948], [2.33632, 1.14607, -2.24662], [3.48963, 1.91694, -2.37744], [3.71142, 3.00004, -1.50494], [5.28573, 4.02766, -1.64663], [2.76961, 3.30882, -0.50913], [1.60512, 2.54977, -0.39895], [-3.63549, 2.72553, -0.54151], [-4.87028, 3.37262, -0.48962], [-6.92425, 0.64089, -0.50286], [-4.72264, -0.51582, -0.59920], [-2.31297, -0.44276, -0.96677], [-1.00866, 2.23743, -0.16825], [0.07859, -0.26566, -1.64658], [2.15293, 0.31208, -2.92621], [4.21960, 1.69401, -3.15098], [2.94067, 4.14440, 0.16456], [0.87152, 2.80561, 0.36664], [-2.72235, 3.32089, -0.54627], [-4.91913, 4.45691, -0.43858], [-0.45151, -4.25135, 1.99061], [0.30289, -3.04468, 1.70837], [-0.18788, -1.75843, 1.73606], [0.85131, -0.88301, 1.43690], [2.03879, -1.65946, 1.22473], [1.65502, -3.02213, 1.39537], [2.53287, -4.08741, 1.29584], [3.86843, -3.78941, 0.98158], [4.27411, -2.45482, 0.79728], [3.37520, -1.38463, 0.91036], [0.21745, -5.10835, 1.88872], [-0.85726, -4.23258, 3.01245], [-1.28772, -4.35469, 1.28519], [-1.23535, -1.56741, 1.95381], [0.78852, 0.19437, 1.40126], [2.16605, -5.09696, 1.45784], [4.58104, -4.60650, 0.87889], [5.32419, -2.26476, 0.56733], [3.68568, -0.34765, 0.77283]], "lowdin_charge": [0.827, -0.655, -0.091, 0.004, -0.204, 0.055, -0.072, 0.036, -0.215, 0.010, -0.090, -0.659, 0.818, -0.092, -0.005, 0.010, -0.089, 0.113, 0.125, 0.139, 0.109, 0.143, 0.129, 0.113, 0.112, 0.117, 0.116, 0.113, -0.012, -0.114, -0.059, -0.045, -0.179, -0.183, -0.012, -0.076, -0.090, -0.035, 0.077, 0.100, 0.095, 0.121, 0.084, 0.100, 0.105, 0.102, 0.106], "fmax_ha_per_bohr": 0.0253, "charge": 1, "e_lumo_ev": -5.743, "e_above_lowest_kcal_mol": 1.6, "homo_lumo_gap_ev": 4.40}

---

# 3
{"formula": "C24H20BrClF4IN3O4Ti", "method": "ωB97M-V/def2-TZVPD", "species": ["Ti", "C", "N", "C", "C", "C", "N", "C", "C", "F", "C", "F", "C", "C", "F", "C", "F", "H", "H", "H", "H", "H", "H", "H", "H", "H", "H", "H", "O", "C", "O", "C", "C", "C", "C", "C", "N", "C", "O", "O", "H", "H", "H", "Cl", "C", "H", "H", "Br", "C", "C", "C", "C", "C", "C", "I", "H", "H", "H", "H"], "xyz": [[0.43558, 0.76062, 0.02875], [1.02117, 1.33168, 3.17000], [0.44977, 2.06862, 2.04860], [-0.90528, 2.49812, 2.36979], [1.28855, 3.20029, 1.65855], [2.61664, 2.74654, 1.02307], [2.51281, 1.37086, 0.56456], [3.63923, 0.74033, 0.21198], [3.65505, -0.68222, 0.23428], [2.55072, -1.30600, 0.68712], [4.74562, -1.43613, -0.10786], [4.65947, -2.78353, -0.03367], [5.94942, -0.86190, -0.49011], [5.97878, 0.51768, -0.49505], [7.12304, 1.14425, -0.86807], [4.89068, 1.29650, -0.16243], [5.04512, 2.64212, -0.26875], [1.07837, 1.97047, 4.06710], [2.01767, 0.98295, 2.90753], [0.39732, 0.46297, 3.37998], [-0.91658, 3.13890, 3.26745], [-1.53116, 1.62325, 2.54860], [-1.32808, 3.04912, 1.53044], [1.48947, 3.84677, 2.53019], [0.72449, 3.77796, 0.92964], [3.42832, 2.83376, 1.75980], [2.84116, 3.45029, 0.21671], [6.80401, -1.45660, -0.77191], [-2.36550, -1.60116, 1.80357], [-1.75799, -0.77745, 1.12023], [-0.43913, -0.64426, 1.11497], [-2.37193, 0.21433, 0.23260], [-3.69632, 0.30538, -0.12668], [-4.13405, 1.30317, -1.00264], [-3.16807, 2.23413, -1.44985], [-1.86397, 2.12017, -1.07022], [-1.40512, 1.06664, -0.29098], [-0.73398, 2.98163, -1.48047], [-0.85128, 4.03688, -2.10097], [0.40201, 2.47828, -1.05875], [-4.37467, -0.42473, 0.30245], [-5.16993, 1.37717, -1.30652], [-3.42421, 3.06041, -2.10261], [-0.55137, -0.89295, -2.82573], [0.87828, -0.45975, -1.74640], [1.55291, 0.07782, -2.41901], [1.32387, -1.43484, -1.53714], [-1.81918, -7.10722, -0.63817], [-2.65734, -5.44984, -1.05426], [-3.97282, -5.49954, -1.49515], [-4.63434, -4.32552, -1.81268], [-3.98016, -3.10754, -1.68725], [-2.67088, -3.06591, -1.24370], [-1.99159, -4.23849, -0.92022], [-0.01924, -4.03656, -0.29397], [-4.46478, -6.45853, -1.58656], [-5.65954, -4.36607, -2.16006], [-4.47747, -2.17893, -1.93586], [-2.16356, -2.11438, -1.16426]], "lowdin_charge": [0.968, -0.081, -0.322, -0.076, -0.195, -0.220, -0.070, -0.187, -0.165, 0.058, -0.231, 0.062, 0.019, -0.239, 0.048, -0.141, 0.051, 0.084, 0.082, 0.089, 0.086, 0.091, 0.091, 0.116, 0.107, 0.111, 0.111, 0.114, -0.003, -0.617, -0.183, -0.240, -0.062, -0.133, -0.045, -0.221, -0.065, -0.582, -0.001, -0.145, 0.108, 0.058, 0.105, 0.405, -0.637, -0.017, -0.070, 0.641, -0.737, -0.168, -0.101, -0.067, -0.159, -0.725, 0.982, 0.083, 0.094, 0.105, 0.033], "fmax_ha_per_bohr": 0.0117, "charge": -2, "e_lumo_ev": [3.849, 3.849], "e_above_lowest_kcal_mol": 6.4, "homo_lumo_gap_ev": [3.34, 3.35]}